A structure of composition C28H32N7NiOS2. Source: the Open Molecules 2025 dataset; level of theory: ωB97M-V/def2-TZVPD.

Calculated values
Total charge: +1
⟨S²⟩: 2.01
Electronic energy, eV: -104743.7826
2S+1: 3

```
71
C28H32N7NiOS2 ωB97M-V/def2-TZVPD
Ni 0.095 0.663 -0.084
C -5.220 1.824 1.916
C -4.988 0.387 1.451
N -4.155 0.349 0.258
C -2.830 0.156 0.261
S -1.986 0.530 -1.218
N -2.272 -0.337 1.348
N -0.941 -0.389 1.324
C -0.275 -1.074 2.189
C -0.921 -1.941 3.220
C 1.182 -0.909 2.107
C 2.065 -1.559 2.961
C 3.426 -1.333 2.827
C 3.877 -0.453 1.856
C 2.938 0.162 1.044
N 1.635 -0.059 1.163
H -5.761 1.839 2.861
H -5.797 2.380 1.176
H -4.262 2.328 2.057
H -5.937 -0.099 1.225
H -4.482 -0.184 2.224
H -4.528 0.740 -0.591
H -1.997 -1.903 3.087
H -0.675 -1.600 4.228
H -0.585 -2.976 3.128
H 1.689 -2.237 3.714
H 4.128 -1.839 3.475
H 4.930 -0.251 1.724
H 3.238 0.857 0.269
O 1.268 0.773 -1.761
S 0.826 0.851 -3.212
C 0.916 -0.874 -3.834
C -0.460 -1.448 -4.027
C -0.866 -2.578 -3.330
C -2.141 -3.091 -3.512
C -3.023 -2.472 -4.382
C -2.625 -1.341 -5.082
C -1.348 -0.836 -4.908
C 2.291 1.538 -4.080
C 1.997 1.581 -5.550
C 1.006 2.433 -6.036
C 0.676 2.432 -7.382
C 1.331 1.577 -8.258
C 2.321 0.731 -7.783
C 2.651 0.731 -6.436
H 1.487 -1.411 -3.078
H 1.461 -0.850 -4.776
H -0.185 -3.052 -2.633
H -2.448 -3.974 -2.966
H -4.021 -2.868 -4.516
H -3.308 -0.853 -5.765
H -1.038 0.046 -5.461
H 3.148 0.918 -3.822
H 2.418 2.532 -3.649
H 0.497 3.104 -5.353
H -0.090 3.102 -7.749
H 1.071 1.575 -9.308
H 2.840 0.068 -8.463
H 3.435 0.075 -6.074
N -1.569 5.662 -0.405
C -1.206 4.659 0.428
C -0.648 3.458 -0.054
N -0.313 2.482 0.774
C -0.511 2.662 2.084
C -1.081 3.834 2.543
N -1.432 4.822 1.731
H -1.296 5.656 -1.369
H -1.896 6.519 0.005
H -0.502 3.294 -1.114
H -0.221 1.866 2.755
H -1.270 3.986 3.599
```

=====

The ion C28H32NOSi with charge +1. Source: the Open Molecules 2025 dataset; level of theory: ωB97M-V/def2-TZVPD.

Calculated values
Total charge: +1
Electronic energy, eV: -40964.0042
2S+1: 1
Energy relative to the best compared isomer or geometry (same formula, charge and spin), kcal per mole: 3.53

```
63
C28H32NOSi ωB97M-V/def2-TZVPD
C 4.305 0.898 -0.122
Si 2.761 1.864 -0.550
C 2.234 3.135 0.713
C 3.315 2.769 -2.093
C 1.307 0.627 -0.710
C 1.157 -0.691 -0.035
O 0.611 0.642 -1.848
C 0.432 1.783 -2.672
C 0.861 1.639 -3.989
C 0.913 2.778 -4.790
C 0.453 4.000 -4.285
C -0.081 4.098 -2.994
C -0.112 2.965 -2.168
H 5.099 1.645 0.025
H 4.207 0.293 0.786
H 4.595 0.245 -0.959
H 3.020 3.901 0.799
H 1.299 3.632 0.414
H 2.086 2.667 1.697
H 4.330 3.144 -1.886
H 3.371 2.096 -2.959
H 2.672 3.619 -2.345
H 0.800 -1.428 -0.774
H 2.190 -0.931 0.256
H 1.233 0.667 -4.314
H 1.307 2.696 -5.805
H 0.486 4.886 -4.923
H -0.491 5.041 -2.622
H -0.488 2.992 -1.143
C -3.440 2.492 0.135
N -2.788 1.223 0.418
C -1.464 1.092 0.777
C -1.130 -0.251 0.892
C 0.275 -0.750 1.175
C 0.356 -2.118 1.882
C -0.646 -2.495 2.779
C -0.676 -3.775 3.331
C 0.370 -4.667 3.089
C 0.317 -6.051 3.657
C 1.474 -4.228 2.351
C 1.474 -2.966 1.752
C -2.328 -1.003 0.574
C -2.667 -2.355 0.491
C -4.003 -2.726 0.267
C -4.998 -1.761 0.030
C -4.675 -0.391 0.027
C -3.359 -0.042 0.310
H -4.457 2.302 -0.228
H -3.478 3.127 1.035
H -2.866 3.034 -0.636
H -0.843 1.964 0.971
H 0.684 -0.036 1.919
H -1.450 -1.792 2.993
H -1.529 -4.073 3.941
H 1.238 -6.587 3.417
H 0.189 -6.039 4.747
H -0.525 -6.615 3.238
H 2.331 -4.901 2.250
H 2.357 -2.685 1.172
H -1.895 -3.110 0.639
H -4.280 -3.784 0.273
H -6.023 -2.082 -0.175
H -5.418 0.376 -0.192
```

=====

A structure of composition C28H33Cl2F6HgN7O4P. Source: the Open Molecules 2025 dataset; level of theory: ωB97M-V/def2-TZVPD.

Calculated values
⟨S²⟩: 0.75
Electronic energy, eV: -103002.0916
2S+1: 2

```
82
C28H33Cl2F6HgN7O4P ωB97M-V/def2-TZVPD
Hg 25.885 10.065 -23.301
P 28.726 7.904 -25.204
F 29.587 9.160 -24.905
F 29.919 7.186 -25.942
F 29.160 7.334 -23.763
F 27.701 6.616 -25.565
F 27.426 8.520 -24.378
F 28.273 8.707 -26.534
N 25.891 10.938 -25.607
C 27.024 11.447 -26.090
C 27.108 11.778 -27.435
C 26.082 11.600 -28.313
C 24.865 11.065 -27.846
C 24.847 10.775 -26.506
H 27.914 11.576 -25.492
H 28.075 12.179 -27.700
H 26.108 11.786 -29.377
H 24.028 10.846 -28.492
H 23.896 10.552 -26.046
N 32.073 14.342 -25.737
C 31.844 14.156 -27.030
C 31.315 13.015 -27.615
C 31.063 11.899 -26.819
C 31.497 11.962 -25.479
C 31.944 13.211 -24.984
H 31.943 15.028 -27.659
H 31.127 13.008 -28.679
H 30.638 10.997 -27.233
H 31.533 11.137 -24.783
H 32.392 13.307 -24.006
N 24.325 8.653 -24.437
C 24.748 7.947 -25.528
C 24.040 6.843 -26.075
C 22.791 6.544 -25.635
C 22.279 7.344 -24.635
C 23.042 8.371 -24.101
H 25.621 8.174 -26.122
H 24.373 6.383 -26.994
H 22.224 5.839 -26.226
H 21.239 7.124 -24.445
H 22.551 8.944 -23.328
N 27.843 11.141 -22.695
C 29.003 10.398 -22.445
C 30.167 11.012 -21.914
C 30.315 12.382 -22.052
C 29.250 13.153 -22.387
C 27.978 12.507 -22.609
H 28.944 9.331 -22.599
H 30.964 10.325 -21.668
H 31.282 12.843 -21.914
H 29.350 14.228 -22.404
H 27.098 13.127 -22.705
N 25.829 8.438 -21.731
C 26.058 7.123 -22.031
C 26.504 6.132 -21.149
C 26.481 6.374 -19.797
C 25.968 7.583 -19.312
C 25.700 8.608 -20.352
H 26.015 6.883 -23.083
H 26.806 5.173 -21.544
H 26.724 5.589 -19.096
H 25.783 7.697 -18.254
H 25.573 9.589 -19.919
C 30.547 4.538 -24.489
N 29.590 3.513 -24.033
O 28.483 3.859 -23.853
O 29.988 2.397 -23.719
H 31.595 4.315 -24.288
H 30.288 5.403 -23.879
H 30.293 4.627 -25.546
C 32.678 8.219 -23.182
N 31.974 7.278 -22.325
O 31.017 7.631 -21.648
O 32.434 6.130 -22.327
H 33.657 7.760 -23.322
H 32.725 9.153 -22.622
H 32.128 8.406 -24.104
C 30.980 7.243 -29.251
Cl 32.478 6.357 -29.015
Cl 30.142 6.532 -30.705
H 30.416 7.040 -28.341
H 31.196 8.293 -29.449
```

=====

A structure of composition C28H33Cl2HfN9O7S2. Source: the Open Molecules 2025 dataset; level of theory: ωB97M-V/def2-TZVPD.

Calculated values
Electronic energy, eV: -105345.6223
2S+1: 1
Energy relative to the best compared isomer or geometry (same formula, charge and spin), kcal per mole: 11.95

```
82
C28H33Cl2HfN9O7S2 ωB97M-V/def2-TZVPD
Hf -0.676 0.815 0.779
N -0.022 0.299 5.318
C -0.045 0.768 4.035
S 1.133 0.113 2.922
N -0.882 1.710 3.774
N -0.964 2.165 2.464
C -1.563 3.300 2.346
C -1.899 3.999 1.127
C -2.561 5.229 1.277
C -2.968 5.974 0.197
C -2.724 5.481 -1.088
C -2.077 4.280 -1.267
C -1.631 3.512 -0.179
O -0.986 2.393 -0.406
H 0.439 -0.577 5.468
H -0.825 0.505 5.889
H -1.859 3.778 3.277
H -2.759 5.583 2.283
H -3.469 6.922 0.339
H -3.050 6.046 -1.953
H -1.889 3.892 -2.260
N 0.190 -1.396 0.373
C -0.244 -2.377 1.377
C -0.116 -3.826 0.944
C 1.326 -4.241 0.631
C 2.279 -4.065 1.822
N 2.731 -2.696 2.061
C 3.714 -2.096 1.410
N 4.038 -0.836 1.719
N 4.467 -2.778 0.529
C -1.635 -1.920 1.817
O -2.517 -2.718 2.056
O -1.675 -0.631 1.954
H -0.342 -1.577 -0.478
H 1.162 -1.504 0.117
H 0.336 -2.218 2.283
H -0.750 -4.006 0.072
H -0.493 -4.459 1.751
H 1.707 -3.687 -0.233
H 1.328 -5.301 0.367
H 3.164 -4.694 1.702
H 1.775 -4.389 2.732
H 2.177 -2.098 2.669
H 3.403 -0.312 2.312
H 4.538 -0.282 1.042
H 4.027 -3.568 0.084
H 5.002 -2.220 -0.118
C -2.923 -2.693 -5.054
C -1.756 -2.057 -4.351
C -1.716 -0.684 -4.118
C -0.662 -0.108 -3.429
C 0.369 -0.919 -2.977
C 0.360 -2.285 -3.209
C -0.702 -2.847 -3.894
S 1.753 -0.186 -2.172
O 2.533 -1.274 -1.567
O 2.469 0.576 -3.163
N 1.094 0.725 -1.014
C 1.935 1.583 -0.358
C 3.272 1.918 -0.700
C 3.967 2.800 0.096
C 3.356 3.355 1.221
C 2.062 2.979 1.488
N 1.375 2.115 0.744
H -3.451 -1.972 -5.678
H -3.636 -3.073 -4.319
H -2.603 -3.532 -5.671
H -2.527 -0.061 -4.476
H -0.633 0.958 -3.234
H 1.193 -2.891 -2.873
H -0.714 -3.914 -4.085
H 3.709 1.508 -1.596
H 4.986 3.065 -0.159
H 3.870 4.060 1.859
H 1.534 3.370 2.352
Cl -4.707 -1.194 -1.570
C -4.406 0.411 -0.915
Cl -4.436 1.654 -2.190
C -3.048 0.520 -0.217
O -2.989 1.248 0.788
O -2.042 -0.093 -0.680
H -5.197 0.640 -0.214
```

=====

A structure of composition C28H33INO7PS. Source: the Open Molecules 2025 dataset; level of theory: ωB97M-V/def2-TZVPD.

Calculated values
Electronic energy, eV: -73613.5793
2S+1: 1

```
72
C28H33INO7PS ωB97M-V/def2-TZVPD
C -3.814 0.694 -3.417
C -3.464 -0.012 -2.350
C -2.050 -0.201 -1.920
C -1.424 -1.419 -2.229
C -2.249 -2.458 -2.950
C -0.098 -1.647 -1.850
C 0.519 -2.979 -2.224
O -0.047 -4.033 -1.465
C 0.534 -4.199 -0.189
C -0.149 -5.364 0.517
O -0.196 -5.153 1.919
C 1.035 -5.393 2.562
C 0.862 -5.186 4.057
C 0.569 -0.648 -1.127
C -0.068 0.550 -0.787
C -1.386 0.797 -1.198
C -2.102 2.086 -0.892
C -2.895 2.044 0.413
O -2.976 3.365 0.917
C -4.154 3.649 1.644
C -4.072 3.208 3.114
C 0.665 1.541 0.059
O 0.069 2.244 0.844
C 2.157 1.611 -0.061
C 2.786 0.424 -0.437
C 4.173 0.384 -0.534
O 4.833 -0.776 -0.879
N 5.127 -0.935 -2.278
O 4.507 -0.247 -2.976
C 4.937 1.519 -0.271
S 6.698 1.472 -0.333
C 4.285 2.704 0.112
I 5.517 4.346 0.568
C 2.891 2.786 0.232
P 2.222 4.443 0.757
C 1.512 4.159 2.427
C 0.823 4.873 -0.331
C 1.983 -0.820 -0.685
O 2.495 -1.906 -0.520
H -4.845 0.778 -3.735
H -3.065 1.206 -4.011
H -4.235 -0.504 -1.762
H -3.027 -2.819 -2.274
H -1.673 -3.321 -3.261
H -2.714 -2.021 -3.831
H 0.259 -3.203 -3.258
H 1.601 -2.972 -2.155
H 1.613 -4.362 -0.267
H 0.395 -3.302 0.429
H 0.416 -6.285 0.335
H -1.172 -5.482 0.168
H 1.831 -4.737 2.189
H 1.359 -6.426 2.373
H 0.496 -6.086 4.549
H 1.816 -4.923 4.516
H 0.166 -4.371 4.248
H -1.394 2.904 -0.809
H -2.770 2.350 -1.709
H -2.393 1.394 1.135
H -3.904 1.667 0.214
H -5.026 3.201 1.156
H -4.280 4.730 1.594
H -3.071 2.835 3.325
H -4.791 2.421 3.343
H -4.265 4.045 3.784
H 6.829 0.440 -1.171
H 1.891 3.210 2.808
H 1.826 4.961 3.090
H 0.428 4.067 2.391
H 0.528 5.878 -0.019
H -0.058 4.244 -0.266
H 1.175 4.957 -1.359
```

=====

A cluster of 2 separate species, C28H33N3O5 in total. Source: the Open Molecules 2025 dataset; level of theory: ωB97M-V/def2-TZVPD.

Calculated values
Electronic energy, eV: -44274.4692
2S+1: 1
Energy relative to the best compared isomer or geometry (same formula, charge and spin), kcal per mole: 132.62

```
69
C28H33N3O5 ωB97M-V/def2-TZVPD
C 2.623 -1.693 0.499
C 1.253 -2.039 0.053
C 0.523 -2.900 1.004
C -0.817 -3.505 0.670
O 1.004 -3.120 2.132
C 0.919 -2.095 -1.377
C 2.010 -2.344 -2.400
O -0.242 -1.896 -1.787
H 3.202 -1.208 -0.293
H 2.576 -1.015 1.363
H 3.162 -2.594 0.843
H -1.053 -3.452 -0.393
H -0.814 -4.548 1.013
H -1.598 -2.975 1.235
H 3.016 -2.183 -2.008
H 1.937 -3.386 -2.746
H 1.834 -1.687 -3.260
C -0.218 6.143 -3.800
N -0.545 4.754 -3.577
C -1.215 4.019 -4.513
O -1.610 4.436 -5.598
C -1.379 2.606 -3.946
C -0.709 1.531 -4.804
C -1.255 1.472 -6.214
C -0.396 1.647 -7.303
C -0.915 1.708 -8.598
C -2.289 1.537 -8.808
C -3.139 1.295 -7.721
C -2.619 1.251 -6.423
N -0.775 2.723 -2.614
C -0.659 1.651 -1.800
C -0.162 1.705 -0.500
C -0.028 0.623 0.368
C 0.290 0.837 1.764
C 0.906 2.036 2.214
C 1.230 2.214 3.569
N 1.780 3.460 3.998
O 2.107 3.577 5.202
O 1.910 4.390 3.168
C 1.001 1.202 4.514
C 0.365 0.034 4.094
C -0.021 -0.130 2.765
C -0.270 4.078 -2.316
C 1.242 4.093 -2.041
C -1.044 4.776 -1.186
H -0.505 6.417 -4.816
H -0.748 6.789 -3.090
H 0.858 6.305 -3.671
H -2.462 2.390 -3.860
H 0.373 1.738 -4.834
H -0.850 0.559 -4.304
H 0.673 1.776 -7.113
H -0.244 1.894 -9.438
H -2.698 1.591 -9.819
H -4.209 1.147 -7.874
H -3.267 1.073 -5.561
H -1.008 0.695 -2.202
H 0.108 2.691 -0.124
H -0.365 -0.362 0.034
H 1.154 2.843 1.523
H 1.308 1.370 5.543
H 0.173 -0.761 4.814
H -0.571 -1.020 2.463
H 1.778 3.706 -2.918
H 1.559 5.125 -1.846
H 1.498 3.480 -1.174
H -2.075 4.967 -1.514
H -1.073 4.172 -0.277
H -0.557 5.733 -0.957
```

=====

- Which value of 2S+1 does entry 2 give?
  1